# 1
Entry from OMol25: a molecular structure, C36H36ClN8OZr (ωB97M-V/def2-TZVPD).

ORCA input file:
```
! wB97M-V def2-TZVPD RIJCOSX def2/J DEFGRID3
* xyz 3 1
Zr -0.066 -0.218 0.345
Cl -6.946 1.064 -3.333
O -2.110 -1.100 0.386
N 1.969 -0.151 1.730
N 1.862 -0.091 -1.010
N -1.907 0.789 1.590
N 0.973 -2.455 0.454
N -0.485 -1.239 2.478
N 0.578 2.069 0.731
N -0.962 -1.842 -1.390
N -0.883 0.997 -1.249
C -2.327 -1.803 -0.867
C 4.430 0.086 1.586
C -3.165 0.275 -2.112
C 3.210 -0.017 0.977
C 5.605 0.207 0.820
C -4.335 0.864 -2.785
C 1.897 4.525 0.500
C -4.751 -1.467 -1.249
C 1.340 3.927 -0.646
C 5.533 0.218 -0.544
C -0.019 -2.478 2.735
C 0.423 -3.291 1.545
C 0.636 2.715 -0.474
C 1.082 2.695 1.786
C -2.124 1.105 -1.910
C -0.357 -3.192 -1.482
C 4.283 0.115 -1.197
C -0.073 2.127 -1.547
C -0.063 -3.023 4.003
C 4.157 0.124 -2.604
C -5.786 -0.755 -1.686
C -1.212 -1.060 4.743
C 1.800 -0.066 -2.333
C 0.030 2.712 -2.786
C -1.113 -0.565 3.452
C -5.562 0.369 -2.594
C 1.016 -3.186 -0.840
C -2.927 -0.110 1.039
C 1.734 3.928 1.725
C -3.356 -1.184 -1.769
C 1.414 4.503 -1.937
C 0.783 3.892 -2.979
C -1.750 0.744 3.053
C -0.652 -2.293 5.029
C 3.104 -0.001 -0.429
C 2.917 0.028 -3.170
H 1.956 5.429 -2.073
H -1.730 -0.491 5.504
H -1.132 1.590 3.359
H -4.195 1.754 -3.386
H 2.775 0.036 -4.241
H 1.946 -2.266 0.676
H -0.462 -3.806 1.164
H 6.430 0.306 -1.143
H -2.708 0.858 3.565
H -2.285 2.100 -2.315
H -0.491 2.283 -3.633
H 4.497 0.075 2.668
H 0.331 -4.015 4.182
H 1.905 0.628 2.379
H -6.800 -0.989 -1.393
H 0.808 -0.107 -2.765
H 1.376 -4.209 -0.699
H 5.046 0.207 -3.217
H -1.014 -3.904 -0.983
H 1.131 -4.067 1.844
H 0.972 2.214 2.754
H -3.268 -1.752 -2.713
H 0.829 4.322 -3.971
H 2.430 5.463 0.409
H -0.938 -1.369 -2.288
H 6.560 0.287 1.320
H -4.903 -2.327 -0.606
H -3.526 -0.590 1.813
H -2.071 1.741 1.281
H -2.645 -2.809 -0.593
H 2.030 -0.969 2.334
H 1.733 -2.673 -1.478
H -3.556 0.402 0.317
H -0.281 -3.520 -2.518
H 2.108 4.379 2.632
H -0.701 -2.699 6.030
*
```

DFT total energy ... -2413.28981 Ha
Molar mass ... 723.42 g/mol

Atomic partial charges in e from the Mulliken method, atoms 1 to 6: atom 1 (Zr): -0.54, atom 2 (Cl): -0.15, atom 3 (O): -0.30, atom 4 (N): -0.43, atom 5 (N): 1.28, atom 6 (N): -0.12

# 2
Entry from OMol25: 12 unconnected molecules or ions with the total composition C36H36F12O36 in a non-equilibrium geometry (ωB97M-V/def2-TZVPD).

ORCA input file:
```
! wB97M-V def2-TZVPD RIJCOSX def2/J DEFGRID3
* xyz 0 1
F 1.820 -6.753 -17.307
F 7.492 -4.106 -19.973
F -0.981 -13.151 -13.550
F 2.890 -0.490 -17.748
F -1.763 -9.546 -14.725
F 2.591 -8.269 -20.377
F 8.967 -11.518 -15.583
F 2.130 -14.930 -17.991
F 0.873 -11.544 -6.227
F 0.725 -12.151 -17.350
F 6.426 -5.235 -15.605
F -0.501 -4.487 -20.089
O 9.219 -2.376 -14.702
O -0.853 -9.925 -8.569
O -1.340 -9.879 -18.828
O 0.796 -11.189 -8.476
O -0.188 -10.995 -10.463
O 1.790 -9.909 -14.485
O 7.792 -10.124 -14.421
O -1.602 -7.333 -14.488
O 6.235 -5.633 -18.993
O 4.444 -13.563 -18.452
O 0.343 -8.622 -23.767
O 7.019 -6.874 -20.569
O 1.803 -7.888 -15.417
O 6.924 -2.487 -14.697
O -1.524 -5.681 -16.086
O 6.715 -2.212 -17.414
O 1.047 -4.260 -18.404
O 1.120 -16.718 -13.292
O 4.883 -2.613 -18.768
O 1.659 -14.764 -14.172
O 8.033 -4.392 -14.291
O 0.222 -14.800 -12.554
O 7.283 -7.962 -14.299
O 2.073 -9.176 -22.362
O 5.194 -0.616 -18.003
O 3.718 -11.400 -18.754
O 2.541 -13.263 -19.496
O -3.115 -7.359 -16.116
O -1.039 -12.078 -18.704
O -3.032 -11.263 -19.636
O 1.920 -7.116 -23.042
O 3.425 -9.188 -15.785
O 5.061 -7.510 -19.655
O 2.084 -3.092 -16.698
O 6.963 -9.196 -16.248
O -0.161 -3.096 -16.990
C 3.591 -12.607 -18.957
C 3.091 -7.224 -22.344
C -3.660 -8.273 -15.186
C -1.993 -6.679 -15.577
C 2.614 -7.225 -16.337
C -0.077 -10.676 -9.282
C -0.655 -10.162 -7.244
C 5.979 -6.675 -19.819
C -1.017 -3.338 -18.170
C 7.051 -10.594 -16.526
C 7.664 -11.164 -15.301
C 6.022 -3.466 -14.271
C -0.100 -9.973 -18.094
C 0.252 -11.440 -18.426
C 8.196 -6.295 -20.134
C 3.948 -0.538 -18.705
C 3.568 -8.276 -16.825
C 0.988 -15.542 -13.332
C 0.745 -10.673 -7.228
C -0.290 -4.572 -18.821
C 1.359 -13.399 -13.893
C 2.682 -14.648 -19.210
C 7.582 -5.209 -19.268
C 6.743 -4.820 -14.384
C 8.160 -3.038 -14.579
C 1.052 -3.466 -17.279
C 4.159 -14.815 -19.041
C -2.447 -8.487 -14.318
C 2.266 -9.075 -15.192
C 3.055 -8.546 -21.585
C 1.307 -8.283 -23.146
C 0.210 -13.450 -12.933
C 3.826 -1.877 -19.443
C 7.313 -8.967 -14.899
C 5.643 -1.861 -17.914
C -1.890 -11.114 -19.123
H 3.303 -6.339 -21.744
H 7.034 -11.967 -14.920
H 5.691 -3.335 -13.241
H -2.082 -3.353 -17.938
H -0.470 -9.872 -17.074
H -2.733 -8.699 -13.287
H 7.549 -10.820 -17.469
H 5.130 -3.477 -14.898
H 2.161 -15.236 -19.966
H 2.078 -12.727 -13.424
H -4.414 -7.831 -14.535
H 4.558 -7.838 -16.695
H 0.936 -11.457 -19.274
H 6.354 -5.558 -13.683
H 4.525 -15.671 -18.474
H 6.026 -10.964 -16.527
H 8.878 -6.842 -19.482
H -3.853 -9.198 -15.731
H 3.820 -1.884 -20.533
H 8.079 -5.135 -18.300
H -0.726 -9.328 -6.546
H 3.301 -8.797 -17.744
H 3.936 0.342 -19.348
H 0.688 -9.337 -18.497
H 2.841 -2.292 -19.230
H 4.030 -9.028 -21.521
H 3.916 -7.211 -23.056
H 4.736 -14.955 -19.955
H 1.601 -10.000 -7.176
H 3.031 -6.321 -15.893
H 0.960 -12.959 -14.806
H 8.739 -5.864 -20.976
H -0.853 -2.588 -18.944
H -1.435 -10.832 -6.882
H 0.401 -12.741 -12.127
H -0.607 -5.572 -18.523
*
```

DFT total energy ... -5300.44625 Ha
Structure (SMILES) ... O=C1OC[C@@H](F)O1.O=C1OC[C@@H](F)O1.O=C1OC[C@@H](F)O1.O=C1OC[C@@H](F)O1.O=C1OC[C@@H](F)O1.O=C1OC[C@@H](F)O1.O=C1OC[C@@H](F)O1.O=C1OC[C@@H](F)O1.O=C1OC[C@@H](F)O1.O=C1OC[C@@H](F)O1.O=C1OC[C@@H](F)O1.O=C1OC[C@@H](F)O1
ΔE to the lowest compared entry with this formula, charge and spin ... 134.03 kcal/mol
Molar mass ... 1272.62 g/mol

Atomic partial charges in e from the Mulliken method, atoms 1 to 6: atom 1 (F): -0.15, atom 2 (F): -0.33, atom 3 (F): -0.32, atom 4 (F): -0.26, atom 5 (F): -0.24, atom 6 (F): -0.10

# 3
Entry from OMol25: a molecular structure, C36H36F3N4OP2SW in a non-equilibrium geometry (ωB97M-V/def2-TZVPD).

ORCA input file:
```
! wB97M-V def2-TZVPD RIJCOSX def2/J DEFGRID3
* xyz 3 1
W -0.713 0.303 0.617
S -0.521 -0.254 2.802
P 1.698 -0.266 0.065
P -0.418 -1.795 -0.721
F -1.329 -2.762 4.671
F -2.131 -0.939 5.516
F -3.342 -2.736 5.476
O -0.897 1.994 -0.128
N 0.124 3.899 0.641
N -0.880 3.820 -1.461
N -2.553 -0.536 1.352
N 1.244 -1.617 -0.832
C 2.964 -0.433 2.535
C 0.563 5.301 0.446
C -4.214 -2.008 2.976
C 1.768 1.065 -2.362
C -2.392 -4.889 0.984
C -1.144 -3.155 -2.999
C 3.022 -0.705 1.170
C -2.234 -2.118 -4.874
C -2.274 -0.902 -4.201
C -0.468 5.196 -1.804
C -2.446 -2.027 4.807
C 0.774 5.575 -1.027
C -1.676 3.110 -2.466
C -1.174 -1.932 -2.325
C 3.308 1.870 -0.671
C -1.474 -5.348 1.924
C -1.671 -3.239 -4.278
C 0.118 -3.694 1.211
C 4.158 -1.307 0.618
C -2.061 -3.832 0.151
C -0.532 3.279 -0.315
C 5.210 -1.667 1.441
C 3.219 2.924 -2.833
C -1.741 -0.807 -2.926
C 3.756 2.842 -1.553
C -2.179 -0.859 2.601
C 0.368 3.287 1.946
C 5.142 -1.409 2.807
C -0.223 -4.754 2.035
C -4.611 -1.653 1.682
C -0.800 -3.239 0.262
C -2.964 -1.633 3.440
C 2.228 2.036 -3.238
C 4.029 -0.786 3.352
C 2.315 0.977 -1.078
C -3.748 -0.949 0.879
H 1.027 0.345 -2.692
H 1.095 -3.235 1.304
H -1.027 2.581 -3.163
H -1.771 0.140 -2.394
H 0.749 4.057 2.610
H 3.989 -0.575 4.412
H -5.582 -1.936 1.301
H 1.114 2.493 1.873
H 5.969 -1.688 3.446
H -2.372 2.422 -1.997
H 4.233 -1.486 -0.450
H 4.552 3.513 -1.257
H 0.994 6.631 -1.175
H -1.733 -6.180 2.564
H 3.760 1.778 0.310
H 1.492 5.420 0.999
H 2.106 0.059 2.970
H -0.282 5.214 -2.877
H -0.554 2.897 2.378
H -0.721 -4.036 -2.530
H 6.087 -2.139 1.020
H -3.356 -5.370 0.888
H -2.766 -3.494 -0.599
H 1.843 2.081 -4.249
H -2.652 -2.193 -5.869
H 3.595 3.664 -3.527
H -3.993 -0.682 -0.141
H 0.489 -5.122 2.761
H -4.874 -2.575 3.620
H -0.186 5.963 0.887
H -2.254 3.854 -3.010
H -1.302 5.869 -1.594
H -1.649 -4.182 -4.808
H -2.726 -0.038 -4.670
H 1.629 5.000 -1.388
H 1.876 -2.281 -1.268
*
```

DFT total energy ... -3134.49661 Ha
ΔE to the lowest compared entry with this formula, charge and spin ... 2.47 kcal/mol
Molar mass ... 875.56 g/mol

Atomic partial charges in e from the Mulliken method, atoms 1 to 6: atom 1 (W): 2.50, atom 2 (S): -0.53, atom 3 (P): 0.88, atom 4 (P): -0.05, atom 5 (F): -0.16, atom 6 (F): -0.22